Record 1
Molecular formula: C38H96Br18O10
Method: DFT, ωB97M-V/def2-TZVPD

Output
LUMO level: -0.02 eV
Gap between HOMO and LUMO: 9.894 eV
HOMO: -9.92 eV
2S+1: 1
Charge: 0

Each line ends with the Mulliken charge.
Geometry (Å):
Br 5.872055 -23.482609 -4.207380  -0.11
C 6.392942 -23.519616 -2.286348  0.00
C 7.900279 -23.474252 -2.115810  -0.28
Br 8.440124 -23.475404 -0.139625  -0.19
H 6.035409 -24.415847 -1.779366  -0.22
H 5.932887 -22.658284 -1.802044  0.42
H 8.492235 -22.699637 -2.603298  0.47
H 8.264813 -24.412837 -2.533270  -0.13
Br 4.286432 -18.480357 -8.279611  -0.16
C 3.792927 -20.379895 -8.366905  -0.66
C 3.908881 -20.994037 -6.987184  -0.60
Br 3.635401 -22.908626 -7.244861  -0.08
H 4.527037 -20.850537 -9.020863  0.38
H 2.751238 -20.495628 -8.666250  0.31
H 3.183497 -20.651014 -6.249448  0.38
H 4.879914 -20.806002 -6.529125  0.45
Br 7.283593 -32.197999 -8.367458  -0.15
C 6.884685 -30.924511 -6.942672  -0.51
C 5.397880 -31.143695 -6.452429  -0.78
Br 5.033809 -29.831851 -4.957722  0.00
H 7.079816 -29.971671 -7.434741  0.20
H 7.569640 -31.103910 -6.113972  0.39
H 5.355690 -32.150210 -6.036206  0.50
H 4.700714 -30.952297 -7.268173  0.45
Br 8.399930 -27.140266 -5.871872  -0.03
C 10.017659 -26.717761 -4.851188  -0.36
C 11.088690 -26.244759 -5.846641  -0.67
Br 12.739226 -25.635207 -5.040775  -0.17
H 10.287500 -27.621333 -4.304523  0.35
H 9.772294 -26.018058 -4.052241  0.14
H 10.731701 -25.398434 -6.433485  0.34
H 11.270568 -27.020733 -6.590206  0.39
Br -1.288374 -28.735613 -4.135944  -0.11
C -1.769393 -27.188004 -5.288630  0.22
C -2.391651 -27.695105 -6.647313  -0.46
Br -3.748797 -29.107212 -6.440186  -0.17
H -0.893016 -26.556310 -5.433562  -0.47
H -2.433627 -26.570500 -4.683985  0.35
H -1.601704 -28.097321 -7.281596  0.02
H -2.728115 -26.863652 -7.266651  0.52
Br 3.585416 -26.801245 -1.134392  -0.08
C 3.354108 -26.241395 -3.082280  -0.41
C 2.030586 -26.718230 -3.643282  -0.27
Br 2.055055 -26.430987 -5.636253  0.19
H 4.154990 -26.645524 -3.701434  0.38
H 3.247261 -25.156773 -3.065556  0.07
H 1.166806 -26.209977 -3.214715  0.25
H 1.861151 -27.769296 -3.409541  0.05
Br 2.318712 -30.159392 -1.641420  0.03
C 2.407986 -31.647853 -2.895486  0.38
C 2.964924 -32.975082 -2.349487  -0.78
Br 3.245242 -34.312659 -3.805085  -0.20
H 3.144299 -31.349780 -3.641872  -0.66
H 1.486667 -31.771531 -3.464669  0.49
H 2.285327 -33.314337 -1.567722  0.52
H 3.931058 -32.924216 -1.847399  0.15
Br 0.403059 -26.744632 -9.219784  -0.02
C 0.758050 -27.410796 -11.028592  -0.44
C -0.200828 -28.539215 -11.225035  -0.58
Br 0.101555 -29.631517 -12.899973  -0.20
H 1.791375 -27.756510 -11.057115  0.32
H 0.617815 -26.612461 -11.757351  0.40
H -1.234229 -28.193204 -11.203456  0.42
H -0.089894 -29.235934 -10.394143  0.16
Br 7.455959 -27.325906 -2.004390  -0.08
C 6.478408 -29.049639 -1.624085  0.07
C 7.440778 -30.156735 -2.152048  -0.67
Br 6.636619 -31.995291 -1.910325  -0.18
H 5.583871 -28.949407 -2.238781  -0.29
H 6.273314 -29.121464 -0.555962  0.38
H 8.382751 -30.145933 -1.603719  0.52
H 7.648343 -30.040441 -3.215764  0.29
C -0.824370 -23.633196 -6.675093  0.26
C -1.173302 -22.634776 -5.582800  -0.05
O -1.873651 -23.281475 -4.476424  -0.52
H -0.354111 -24.491808 -6.195775  -0.32
H -0.229101 -23.107749 -7.421865  -0.21
H -1.746720 -23.888739 -7.196700  0.34
H -1.706811 -21.713856 -5.818126  0.42
H -0.229741 -22.303398 -5.149210  -0.24
H -1.308218 -23.236342 -3.701924  0.41
C 1.182663 -31.803323 -6.449011  -0.66
C 0.487718 -30.703152 -7.320110  0.38
O 0.112963 -31.261023 -8.582248  -0.56
H 1.701872 -31.435860 -5.563854  -0.14
H 2.020120 -32.219726 -7.008802  0.30
H 0.603433 -32.674563 -6.143189  0.41
H 1.193463 -29.891004 -7.494562  0.07
H -0.344688 -30.225631 -6.803238  -0.09
H -0.761480 -31.603513 -8.383148  0.34
C 1.873118 -22.002939 -3.233641  -1.39
C 1.192767 -22.527679 -1.932145  0.10
O -0.131036 -22.929208 -2.245991  -0.42
H 2.919308 -21.725404 -3.104989  0.42
H 1.354019 -21.175004 -3.716517  0.48
H 1.940671 -22.742276 -4.031712  0.20
H 1.158793 -21.777620 -1.141974  0.29
H 1.695562 -23.417441 -1.553188  0.00
H -0.523945 -23.448525 -1.540627  0.28
C 1.024422 -23.354856 -9.704135  -0.36
C 2.074683 -23.091427 -10.745646  -0.32
O 2.673485 -24.250543 -11.174508  -0.46
H 1.408342 -24.059595 -8.966544  -0.15
H 0.104217 -23.725394 -10.155848  0.36
H 0.819449 -22.419940 -9.182574  0.29
H 2.838562 -22.426854 -10.341998  0.04
H 1.641974 -22.685371 -11.659964  0.33
H 3.305683 -24.571595 -10.527314  0.17
C 6.277238 -26.231988 0.984722  -0.28
C 5.315393 -27.054946 1.932575  0.42
O 5.928052 -27.148744 3.219931  -0.58
H 5.786574 -26.335847 0.016959  -0.51
H 7.281804 -26.641839 0.879984  0.33
H 6.325093 -25.187434 1.292471  0.44
H 5.117400 -27.996003 1.419440  -0.10
H 4.350135 -26.558109 2.030200  -0.16
H 6.040530 -26.230407 3.476051  0.36
C -0.114025 -28.350456 0.677887  -0.79
C 0.823325 -28.297463 1.876915  0.31
O 0.228219 -27.372724 2.807013  -0.59
H -1.117128 -28.694221 0.930280  0.46
H 0.212958 -29.079697 -0.063324  0.14
H -0.150245 -27.376377 0.190093  -0.10
H 1.846980 -28.045757 1.599647  -0.16
H 0.941586 -29.306277 2.272414  0.37
H 0.659126 -27.542719 3.647852  0.30
C 2.724470 -31.983768 1.352817  -0.82
C 3.719697 -31.102690 2.160600  0.45
O 4.428395 -31.916168 3.078678  -0.59
H 2.192675 -32.726985 1.946891  0.42
H 3.181957 -32.543682 0.537155  0.13
H 1.987673 -31.342767 0.868738  0.11
H 3.181119 -30.323647 2.700159  0.10
H 4.485437 -30.642955 1.535797  -0.09
H 4.994317 -31.340360 3.598093  0.32
C -2.484162 -25.454857 -1.458613  -0.19
C -1.979165 -24.772934 -0.212021  -0.52
O -0.652502 -24.683794 -0.153480  -0.49
H -1.985952 -26.416492 -1.581691  0.12
H -2.165912 -24.915149 -2.350523  -0.40
H -3.572283 -25.476688 -1.518782  0.42
H -2.308829 -25.250279 0.710776  0.45
H -2.429864 -23.782281 -0.152133  0.36
H -0.342512 -24.834656 0.742486  0.18
C 5.339077 -27.297589 -8.161849  -0.46
C 4.280758 -26.724461 -9.003235  0.71
O 4.645293 -26.486845 -10.312702  -0.58
H 5.208161 -27.036444 -7.111725  0.13
H 6.276342 -26.840302 -8.478937  0.27
H 5.234065 -28.363233 -8.365479  0.05
H 3.855330 -25.807373 -8.595733  -0.33
H 3.339103 -27.270273 -9.062252  -0.21
H 4.647170 -27.331611 -10.768728  0.33
C 2.401468 -24.080815 3.185632  -1.43
C 1.492989 -24.559567 2.066853  0.20
O 0.166774 -24.803023 2.626675  -0.66
H 1.982399 -23.123995 3.497052  0.44
H 3.383900 -23.798453 2.807208  0.32
H 2.387286 -24.784386 4.018028  0.26
H 1.864002 -25.427840 1.522277  0.30
H 1.337464 -23.748096 1.355935  0.15
H 0.119963 -25.759398 2.557765  0.54

Force components x, y, z for each atom (eV/Å):
Br 0.29 -0.18 0.99
C 0.29 0.86 0.60
C 0.55 -0.92 0.10
Br -0.53 0.06 -1.58
H -0.24 -0.11 -0.50
H -0.14 -0.01 -0.31
H -0.56 0.33 0.29
H 0.31 -0.07 0.36
Br -0.27 -0.34 -0.04
C 0.09 0.05 0.83
C 0.36 0.27 0.31
Br 0.11 -0.02 0.35
H -0.41 0.13 -0.17
H 0.31 0.28 -0.55
H -0.25 -0.04 -0.39
H 0.11 -0.39 -0.24
Br -0.12 -0.12 0.22
C -1.18 -0.04 0.28
C 1.95 0.69 -0.23
Br 0.14 -0.67 -0.96
H -0.26 0.06 0.49
H 0.01 0.05 -0.24
H -0.47 0.24 0.04
H -0.11 -0.07 0.39
Br 0.19 0.11 0.23
C 0.51 -0.11 0.18
C -0.98 0.06 -0.32
Br -0.12 -0.28 0.14
H 0.15 -0.12 -0.42
H -0.11 0.38 -0.48
H -0.11 0.05 0.30
H 0.38 -0.12 0.35
Br 0.23 0.76 -0.34
C -0.92 -0.58 -0.48
C 1.23 0.30 0.74
Br 0.38 0.83 -0.25
H 0.18 -0.50 -0.29
H -0.31 -0.34 -0.16
H 0.03 -0.49 0.35
H -0.71 0.06 0.48
Br -0.48 0.39 -1.51
C -1.04 0.20 0.12
C -0.28 -0.76 0.30
Br -0.06 -0.22 1.19
H 0.32 0.27 0.56
H 0.95 -0.05 0.12
H 0.13 0.37 -0.32
H 0.12 -0.13 -0.66
Br 0.01 -0.52 -0.41
C 1.53 -0.80 -1.28
C -0.59 0.29 0.81
Br -0.43 0.83 0.77
H -0.10 0.45 0.08
H -0.24 0.03 0.69
H -0.16 -0.76 -0.43
H -0.01 0.48 -0.43
Br 0.07 -0.05 -0.20
C 0.30 -0.02 -0.54
C -0.39 -1.00 0.16
Br -0.12 0.94 1.01
H -0.09 0.17 0.12
H 0.09 0.12 0.34
H 0.09 -0.09 -0.44
H 0.03 -0.28 -0.30
Br -0.30 -0.77 0.09
C 1.17 -0.30 -1.12
C -0.78 0.21 0.54
Br 0.44 1.16 -0.11
H 0.03 -0.23 0.36
H 0.06 0.14 -0.20
H -0.22 -0.18 0.04
H -0.26 -0.07 0.14
C -1.24 1.20 -0.03
C 0.62 -0.53 2.09
O -0.30 0.02 -1.28
H 0.17 0.06 -0.42
H 0.42 -0.41 0.14
H -0.03 -0.54 0.02
H -0.25 -0.30 -0.66
H 0.23 0.24 -0.09
H 0.36 0.23 0.23
C 0.59 0.42 -0.38
C 1.07 -0.83 0.82
O -0.37 0.49 0.63
H -0.41 0.49 0.13
H -0.06 -0.04 -0.45
H -0.52 0.28 -0.13
H 0.19 -0.09 -0.17
H -0.28 -0.24 0.02
H -0.19 -0.33 -0.57
C -0.02 -0.37 0.20
C -0.01 -0.18 -1.02
O -0.36 0.54 -1.01
H -0.02 0.24 0.48
H -0.18 0.22 0.48
H -0.32 -0.57 0.20
H 0.23 0.20 -0.04
H 0.50 0.06 0.09
H 0.47 -0.19 0.57
C -0.15 0.52 0.16
C -0.23 0.61 0.03
O 0.76 -1.71 -0.79
H -0.15 0.00 -0.04
H 0.02 -0.14 0.18
H -0.25 0.07 0.07
H -0.02 0.44 -0.08
H -0.06 0.53 0.19
H 0.13 -0.20 0.02
C -1.69 -0.82 0.36
C 1.75 1.46 -0.74
O -0.57 -0.75 -0.26
H 0.42 0.63 -0.06
H -0.13 -0.13 0.40
H 0.02 -0.01 -0.08
H 0.27 -0.52 0.76
H -0.17 0.21 -0.15
H 0.16 0.02 0.28
C 0.37 -0.19 -0.29
C -0.81 -0.57 -0.80
O 0.77 -1.18 -0.06
H -0.01 0.33 0.39
H 0.34 0.10 -0.01
H -0.18 0.04 -0.04
H 0.05 0.67 -0.13
H -0.41 -0.04 0.56
H -0.10 0.26 0.36
C 0.34 0.53 0.01
C -0.26 -0.97 -0.33
O -0.13 -0.38 0.32
H 0.13 0.25 0.42
H 0.41 0.10 0.12
H -0.06 0.01 0.15
H -0.17 0.15 -0.02
H -0.35 0.29 -0.56
H 0.11 -0.03 0.09
C 0.61 0.04 -0.56
C -3.73 0.03 0.82
O 3.87 0.07 -0.84
H -0.48 -0.40 0.20
H 0.03 0.37 -0.04
H 0.08 -0.37 0.23
H -0.55 -0.46 -0.08
H -0.22 0.42 -0.11
H 0.00 0.26 0.49
C 0.21 -0.23 0.28
C -2.75 1.17 0.43
O 0.77 0.42 -1.45
H -0.17 -0.41 0.08
H 0.22 -0.45 -0.06
H 0.98 -0.28 0.54
H 0.56 0.67 0.06
H 0.05 -0.92 0.55
H 0.11 0.05 -0.27
C -0.43 0.57 -0.60
C -0.73 0.88 0.67
O 0.99 0.51 -1.12
H -0.13 -0.11 0.45
H 0.29 -0.53 0.13
H 0.38 0.09 -0.05
H 0.01 -0.20 0.06
H 0.37 0.01 -0.24
H -0.54 -0.73 0.58

---

Record 2
Molecular formula: C3H7N4S
Method: DFT, ωB97M-V/def2-TZVPD

Output
LUMO level (spin up / spin down): -6.00 / -6.00 eV
Gap between HOMO and LUMO (spin up / spin down): 6.812 / 6.814 eV
HOMO (spin up / spin down): -12.81 / -12.82 eV
2S+1: 1
Charge: +1

Each line ends with the natural charge from an NBO analysis.
Geometry (Å):
C 1.521522 -0.191211 0.534946  -0.14
C 0.725598 -0.796632 1.448814  -0.43
C 1.091603 0.648041 -0.628546  0.39
N 0.870020 0.070031 -1.779353  -0.71
N 1.023470 1.947884 -0.453408  -0.79
N -2.629476 -0.830147 -0.300976  -0.37
N -1.468489 -0.772339 0.163792  -0.20
S -1.023001 -0.924518 1.728006  0.73
H 2.564537 -0.329381 0.815214  0.27
H 1.140147 -1.317212 2.325939  0.25
H 0.596450 2.346359 0.401776  0.40
H 0.809208 2.512294 -1.297115  0.42
H -2.692484 -0.556704 -1.233203  0.42
H -3.427115 -0.841793 0.236059  0.39
H 0.898012 -0.964671 -1.961944  0.38

Force components x, y, z for each atom (eV/Å):
C -1.44 -0.26 1.84
C 0.64 -0.08 0.67
C -0.14 -4.94 -2.26
N -0.18 0.70 0.65
N -0.90 3.61 0.20
N 2.02 0.20 0.60
N 0.70 -0.22 0.74
S 0.08 0.40 -1.98
H 0.06 0.27 -0.61
H 0.24 0.20 -0.60
H 0.84 -0.60 -0.73
H 0.21 -0.76 0.76
H -0.22 0.25 -2.14
H -2.44 -0.28 1.68
H 0.53 1.50 1.18